Arrangement 1

DFT (the ωB97M-V functional and the def2-TZVPD basis) results for a structure of composition H13LiO7.

Structure (XYZ):
```
21
Properties=species:S:1:pos:R:3
Li 1.4433 -1.5610 -0.9734
O 0.6893 -0.0160 -0.0844
H -0.2377 -0.2220 -0.4524
O -3.4297 -1.8020 -0.0064
H -3.5337 -1.2380 -0.7134
H -2.7457 -1.4450 0.6196
O 1.9993 0.1490 2.1626
H 1.7083 -0.0770 1.3736
H 1.8323 -0.6860 2.7056
O -0.2907 0.7390 -3.2664
H -0.8317 -0.0070 -3.6614
H 0.1503 0.3070 -2.4364
O 2.5993 1.1400 -0.8564
H 1.8573 0.5240 -0.7644
H 2.0923 1.6140 -0.0914
O -1.1807 -1.1870 1.5916
H -1.5687 -0.4850 2.1786
H -0.3727 -0.8910 1.0696
O 0.1173 1.8830 0.8626
H -0.4217 2.2920 0.1646
H 0.1243 0.9700 0.5786
```

The HOMO energy is -10.301 eV. As for the molecular weight: 132.0 g/mol.

***

Arrangement 2

DFT (the ωB97M-V functional and the def2-TZVPD basis) results for a structure of composition H13LiO7.

Structure (XYZ):
```
21
Properties=species:S:1:pos:R:3
Li -0.8478 1.2544 1.5818
O 0.1253 -0.0188 0.1984
H -0.5904 0.3173 -0.3149
O -0.8496 -1.9603 1.7905
H -0.6601 -1.2206 1.2612
H -1.6037 -2.2408 1.3375
O 1.6146 -2.3215 -0.7045
H 1.0117 -1.6499 -0.1724
H 2.4659 -2.4985 -0.2296
O 1.7364 1.7652 -1.2659
H 1.0167 1.4448 -0.7990
H 1.1789 2.6281 -1.4732
O -2.0720 1.7460 -0.2262
H -2.8405 1.2132 -0.0359
H -2.2407 2.6517 -0.1794
O 2.0146 0.2236 2.0561
H 1.6986 -0.2473 2.8875
H 1.4012 0.3325 1.4281
O -1.1984 -0.5527 -2.4679
H -0.7548 -0.5837 -1.6587
H -0.6058 -0.2828 -3.0134
```

The HOMO energy is -9.607 eV. As for the molecular weight: 132.0 g/mol.

***

Most stable to least stable, the ends of the list are arrangement 2 and arrangement 1.

***

Arrangement 1

DFT (the ωB97M-V functional and the def2-TZVPD basis) results for the molecule C3H7N3.

Structure (XYZ):
```
13
Properties=species:S:1:pos:R:3
C 0.4045 1.4663 0.9293
N -0.6302 0.9834 0.0547
C -0.3876 -0.3087 -0.4109
N -1.4375 -0.9512 -1.0859
N 1.7372 -1.5683 -0.3184
C 0.7042 -0.9652 0.0319
H -1.5772 1.1057 0.4016
H -1.9864 -0.3181 -1.6516
H -1.1108 -1.7440 -1.6241
H 2.1346 -2.1966 0.3832
H 1.2920 1.7022 0.3404
H 0.0616 2.3376 1.4867
H 0.7956 0.4568 1.4631
```

The HOMO energy is -7.228 eV. As for the SMILES: CNC(N)=C=N. As for the molecular weight: 85.1 g/mol.

***

Arrangement 2

DFT (the ωB97M-V functional and the def2-TZVPD basis) results for a structure of composition C3H7N3.

Structure (XYZ):
```
13
Properties=species:S:1:pos:R:3
C -0.4765 0.1589 1.7227
C -1.0685 0.4696 0.4438
C 0.8132 -0.1515 -1.8136
N 0.8164 -0.7181 1.5622
N 1.0846 -0.8700 0.3965
N 0.3424 -0.4520 -0.4901
H -0.2228 1.0445 2.3762
H -1.0934 -0.6042 2.2460
H -1.9933 -0.1881 0.0466
H -0.9260 1.4588 -0.0152
H 1.8268 -0.4734 -1.9134
H 0.1539 -0.6176 -2.5313
H 0.7430 0.9431 -2.0302
```

The HOMO energy is -8.580 eV. As for the molecular weight: 85.1 g/mol.

***

Most stable to least stable, the ends of the list are arrangement 1 and arrangement 2.

***

Arrangement 1

DFT (the ωB97M-V functional and the def2-TZVPD basis) results for a cluster of 2 separate species, H3NS2 in total.

Structure (XYZ):
```
6
Properties=species:S:1:pos:R:3
N 0.8077 -1.3375 1.2576
S 0.0285 2.2382 -1.2438
S 0.0331 -0.6370 0.1198
H 0.4485 -1.3749 2.2264
H 0.5566 2.9647 -0.2152
H 0.6428 -1.3238 -0.9196
```

The HOMO energy (spin up / spin down) is -9.638 / -8.591 eV. As for the molecular weight: 81.2 g/mol.

***

Arrangement 2

DFT (the ωB97M-V functional and the def2-TZVPD basis) results for a cluster of 2 separate species, H3NS2 in total.

Structure (XYZ):
```
6
Properties=species:S:1:pos:R:3
N 1.4752 -0.0903 0.1949
S -2.2573 -0.2129 0.0491
S 0.9398 -1.5833 -0.3351
H 0.9490 0.1699 1.0130
H 1.3440 0.7607 -0.3696
H -2.4508 0.9560 -0.5523
```

The HOMO energy (spin up / spin down) is -8.462 / -8.501 eV. As for the molecular weight: 81.2 g/mol.

***

Most stable to least stable, the ends of the list are arrangement 1 and arrangement 2.

***

Arrangement 1

DFT (the ωB97M-V functional and the def2-TZVPD basis) results for the ion C4H11N4 with charge +1.

Structure (XYZ):
```
19
Properties=species:S:1:pos:R:3
C 0.0000 0.1871 -1.3521
C -1.1845 0.3515 -0.3976
C -1.0835 1.0146 1.8485
C 1.4609 -1.8350 0.4763
N 1.2014 0.0758 -0.9216
N -0.9398 0.0341 0.9101
N -0.1492 0.5256 -2.6403
N 1.5661 -0.4528 0.2354
H -1.4505 1.3924 -0.4553
H -1.9968 -0.3692 -0.7109
H -1.5304 1.9895 1.4174
H -1.5135 0.6180 2.6754
H -0.2147 1.3311 2.3581
H 2.5188 -2.3394 0.1242
H 1.2451 -2.2466 1.5196
H 0.7292 -2.2585 -0.0798
H -0.9648 1.1438 -2.7550
H 0.6175 0.6540 -3.2616
H 1.6888 0.1842 1.0092
```

Its net charge is +1. The HOMO energy (spin up / spin down) is -13.678 / -13.786 eV. As for the molecular weight: 115.2 g/mol.

***

Arrangement 2

DFT (the ωB97M-V functional and the def2-TZVPD basis) results for a cluster of 2 separate species, C4H11N4 in total.

Structure (XYZ):
```
19
Properties=species:S:1:pos:R:3
C -0.7029 -0.5359 -0.7936
C 2.9615 0.2584 -0.2145
C -0.4511 0.6247 0.0217
C 3.8234 -0.5651 0.7353
N 1.7622 0.6009 -0.0719
N 0.7602 1.1264 0.2744
N -1.9490 -0.9290 -0.9484
N -3.7467 0.6482 0.5127
H 0.1698 -1.0821 -1.2436
H 3.2624 0.3527 -1.2974
H -1.3855 1.0912 0.2048
H 4.9059 -0.4953 0.5322
H 3.5596 -1.5944 0.5249
H 3.6329 -0.2583 1.7928
H -2.6146 -0.3063 -0.4570
H -2.1357 -1.7426 -1.3957
H -4.1211 0.5016 1.4562
H -4.4929 0.6729 -0.1396
H -3.2384 1.6319 0.5066
```

Its net charge is +1. The HOMO energy is -12.689 eV. As for the molecular weight: 115.2 g/mol.

***

Most stable to least stable, the ends of the list are arrangement 2 and arrangement 1.

***

Arrangement 1

DFT (the ωB97M-V functional and the def2-TZVPD basis) results for a cluster of 2 separate species, C4H14N2O2 in total.

Structure (XYZ):
```
22
Properties=species:S:1:pos:R:3
N -1.3047 -0.9695 -0.1922
C -0.0021 -0.3983 0.1322
C 0.4873 0.4163 -1.1148
C 0.4947 1.9062 -0.8679
O 1.7790 -0.0536 -1.6009
C 1.0479 -1.4262 0.5111
N 0.6141 -2.0363 1.7943
H -1.4883 -1.8288 0.3232
H -1.2477 -1.3176 -1.1406
H -0.1253 0.3869 0.8814
H -0.1704 0.2124 -1.9555
H 0.9268 2.1016 0.1094
H 0.8870 2.5251 -1.6675
H -0.5628 2.1521 -0.7279
H 1.6949 -0.1650 -2.5506
H 2.0367 -0.9989 0.5754
H 1.0225 -2.2164 -0.2326
H 0.5428 -1.3367 2.4917
H 1.2582 -2.7594 2.0806
H -2.5829 1.5929 0.3604
H -2.8992 1.9500 1.8286
O -2.5576 2.3093 1.0119
```

The HOMO energy is -9.328 eV. As for the SMILES: C[C@@H](O)[C@@H](N)CN.O. As for the molecular weight: 122.2 g/mol.

***

Arrangement 2

DFT (the ωB97M-V functional and the def2-TZVPD basis) results for a cluster of 2 separate species, C4H14N2O2 in total.

Structure (XYZ):
```
22
Properties=species:S:1:pos:R:3
C -0.7465 -0.9631 0.1742
C -1.6003 -0.8471 -1.1121
C -1.2049 0.3521 -2.0182
N -0.3060 1.5045 -1.4244
N 0.6289 -1.4330 -0.2735
C 1.5251 -1.6113 0.8713
O 2.2460 -0.4813 1.4008
H -0.6100 0.0085 0.6993
H -1.0150 -1.7075 1.0389
H -1.6249 -1.7514 -1.7193
H -2.6554 -0.7820 -0.6886
H -0.7714 0.0319 -2.9225
H -2.2043 0.8780 -2.2164
H 0.5924 1.1115 -1.5021
H -0.6347 1.7907 -0.5284
H 1.0518 -0.8676 -0.9893
H 1.0666 -2.2447 1.5957
H 2.5227 -1.9695 0.4960
H 1.6405 -0.1652 2.1325
H 1.4366 2.9232 2.5184
H 0.1073 3.5490 2.2118
O 0.5557 2.6741 2.2561
```

The HOMO energy is -9.062 eV. As for the SMILES: NCCCNCO.O. As for the molecular weight: 122.2 g/mol.

***

Most stable to least stable, the ends of the list are arrangement 1 and arrangement 2.